No. 1
DFT (wB97M-V/def2-TZVPD) results for a molecular structure, C34H39FN3OsP2Si in a non-equilibrium geometry.

Results
**Multiplicity**: 5
**Total charge**: +3
**Total energy**: -2644.989384 Eh
**Gap between HOMO and LUMO (alpha / beta)**: 7.00 / 6.05 eV
**⟨S²⟩**: 6.053
**HOMO (alpha / beta)**: -16.01 / -16.40 eV

Each line ends with the Mulliken charge.
Geometry (Å):
Os 0.046 -2.081 0.265  0.67
C 2.395 -2.418 -1.658  -0.64
Si 2.647 -3.522 -0.092  0.06
C 3.961 -4.865 -0.257  -1.24
C 2.950 -2.418 1.456  -0.61
N 0.910 -3.881 0.142  0.34
C 0.236 -5.022 -0.053  0.72
C 0.838 -6.306 -0.077  -0.61
C 0.075 -7.434 -0.275  -0.95
C -1.305 -7.356 -0.446  -0.44
C -1.939 -6.114 -0.443  -0.92
C -1.170 -5.001 -0.252  0.81
F -1.746 -3.733 -0.267  -0.26
H 3.097 -1.593 -1.694  0.34
H 1.363 -2.017 -1.713  -0.03
H 2.540 -3.002 -2.562  0.47
H 4.929 -4.373 -0.326  0.44
H 3.848 -5.481 -1.147  0.40
H 4.006 -5.521 0.610  0.40
H 3.914 -1.930 1.366  0.43
H 2.985 -3.022 2.359  0.34
H 2.189 -1.637 1.593  -0.01
H 1.901 -6.375 0.075  0.36
H 0.553 -8.400 -0.294  0.46
H -1.898 -8.245 -0.583  0.45
H -3.003 -6.022 -0.594  0.52
N -1.881 -2.149 2.541  -0.52
N -0.596 -2.681 2.240  -0.41
H -2.100 -2.175 3.536  0.29
H -2.604 -2.661 2.041  0.24
H -0.557 -3.715 2.266  0.36
H 0.067 -2.341 2.948  0.39
C 1.294 1.230 0.234  -1.10
P -0.284 0.260 -0.123  -0.05
C -0.523 0.322 -1.931  0.49
C 0.496 0.535 -2.860  0.04
C 0.215 0.518 -4.215  -0.88
C -1.077 0.277 -4.662  -0.72
C -2.091 0.032 -3.746  -0.71
C -1.816 0.034 -2.391  -0.87
C -1.634 1.303 0.514  0.74
C -2.156 1.057 1.783  -0.49
C -3.181 1.847 2.274  -0.63
C -3.701 2.875 1.501  -0.77
C -3.197 3.105 0.230  -0.78
C -2.163 2.331 -0.266  -0.12
P 1.455 3.082 0.373  -0.12
C 0.989 3.659 2.006  0.83
C 0.455 2.826 2.993  -0.11
C 0.222 3.333 4.257  -0.69
C 0.575 4.642 4.569  -0.54
C 1.119 5.470 3.594  -0.71
C 1.331 4.984 2.320  -0.44
C 0.631 3.999 -0.939  0.84
C 1.055 3.812 -2.259  -0.26
C 0.453 4.514 -3.284  -0.68
C -0.553 5.429 -2.998  -0.60
C -0.968 5.624 -1.685  -0.63
C -0.364 4.939 -0.647  -0.43
H 2.017 0.916 -0.526  0.79
H 1.680 0.864 1.192  0.68
H 1.512 0.713 -2.540  0.43
H 1.008 0.694 -4.925  0.55
H -1.290 0.279 -5.719  0.48
H -3.096 -0.157 -4.089  0.50
H -2.605 -0.170 -1.679  0.51
H -1.778 0.228 2.366  0.30
H -3.588 1.644 3.252  0.51
H -4.504 3.486 1.883  0.46
H -3.623 3.877 -0.393  0.52
H -1.789 2.506 -1.265  0.48
H 0.194 1.804 2.763  0.13
H -0.218 2.700 5.012  0.45
H 0.438 5.010 5.575  0.44
H 1.401 6.482 3.839  0.43
H 1.782 5.617 1.567  0.49
H 1.878 3.145 -2.474  0.46
H 0.785 4.371 -4.301  0.50
H -0.998 6.008 -3.793  0.46
H -1.762 6.322 -1.466  0.51
H -0.678 5.109 0.373  0.49


No. 2
DFT (wB97M-V/def2-TZVPD) results for a molecular structure, C34H39InN4O7P2 in a non-equilibrium geometry.

Results
**Total energy**: -2937.595962 Eh
**Gap between HOMO and LUMO**: 8.21 eV
**HOMO**: -8.34 eV

Each line ends with the Mulliken charge.
Geometry (Å):
In -1.195 -0.253 -2.284  1.90
N 0.845 -1.289 -2.026  -0.41
C 1.320 -1.761 -3.326  -0.76
C 0.683 -0.966 -4.526  0.49
O 1.247 -1.108 -5.589  -0.71
N -0.524 -0.413 -4.239  -0.02
C -1.213 0.464 -5.231  -0.52
C -2.015 1.592 -4.503  0.51
O -2.378 2.580 -5.128  -0.71
O -2.215 1.413 -3.226  -0.71
H 0.736 -2.073 -1.384  0.27
H 1.535 -0.617 -1.590  -0.38
H 2.378 -1.662 -3.466  0.45
H 1.102 -2.794 -3.367  0.38
H -0.470 0.986 -5.875  0.31
H -1.933 -0.101 -5.821  0.24
N 0.455 1.740 0.480  -0.04
P -1.062 1.012 0.148  0.11
C -1.492 0.065 1.655  1.48
C -1.598 0.678 2.902  -1.08
C -1.738 -0.067 4.016  -0.23
C -1.989 -1.427 3.941  -1.11
C -2.058 -1.988 2.671  -0.36
C -1.691 -1.282 1.521  -1.66
C -2.327 2.300 0.277  0.49
C -2.022 3.566 0.709  -0.13
C -3.086 4.490 0.961  -0.87
C -4.396 4.132 0.661  -0.43
C -4.715 2.844 0.166  -0.83
C -3.672 1.940 -0.032  -0.32
P 1.927 0.837 0.161  0.73
C 3.259 2.047 -0.095  0.75
C 4.432 2.173 0.697  0.00
C 5.406 3.145 0.344  -0.84
C 5.245 4.042 -0.713  -0.48
C 4.063 3.937 -1.502  -0.77
C 3.147 2.995 -1.172  -0.74
C 2.406 0.299 1.871  0.62
C 1.848 -1.175 2.216  0.91
C 1.338 -1.364 3.542  -1.61
C 1.466 -0.441 4.497  -0.34
C 1.913 0.860 4.240  -1.60
C 2.216 1.282 2.978  -0.47
H 0.470 2.380 1.246  0.52
H -1.465 1.757 2.885  0.54
H -1.718 0.463 4.973  0.41
H -2.126 -2.059 4.868  0.32
H -2.238 -3.023 2.574  0.55
H -1.730 -1.824 0.578  0.77
H -1.079 3.918 1.007  0.50
H -2.888 5.475 1.356  0.42
H -5.191 4.846 0.863  0.37
H -5.692 2.555 -0.169  0.46
H -3.898 0.965 -0.480  0.29
H 4.673 1.571 1.587  0.16
H 6.196 3.269 1.089  0.35
H 6.051 4.714 -0.911  0.41
H 4.004 4.679 -2.337  0.35
H 2.208 2.942 -1.727  0.40
H 0.340 -2.142 1.548  0.26
H 0.747 -2.288 3.737  0.64
H 1.069 -0.720 5.482  0.44
H 1.803 1.578 5.008  0.49
H 2.404 2.320 2.771  0.53
C -3.453 -3.710 -3.159  -1.89
C -2.664 -3.409 -1.893  1.51
C -2.570 -4.636 -0.970  -1.52
O -1.295 -2.989 -2.224  -0.20
C -3.351 -2.232 -1.125  0.02
O -4.299 -2.424 -0.355  -0.69
O -2.886 -1.046 -1.453  -0.39
H -3.127 -4.539 -3.794  0.49
H -3.525 -2.876 -3.820  0.45
H -4.496 -3.999 -2.923  0.39
H -2.055 -5.511 -1.408  0.37
H -3.578 -4.916 -0.648  0.33
H -2.001 -4.271 -0.147  0.23
H -1.071 -3.364 -3.089  0.24
C 3.936 -1.426 0.710  -1.37
C 3.308 -0.932 1.991  0.88
N 4.284 -0.931 3.072  -0.58
O 1.237 -2.009 1.230  -0.64
H 4.637 -0.723 0.239  0.23
H 3.161 -1.586 -0.032  0.31
H 4.451 -2.376 0.973  0.43
H 4.244 -1.839 3.539  0.34
H 3.993 -0.274 3.779  0.37


No. 3
DFT (wB97M-V/def2-TZVPD) results for a molecular structure, C34H39N4O2P2RuS3.

Results
**Multiplicity**: 2
**Total energy**: -3660.685166 Eh
**Gap between HOMO and LUMO (alpha / beta)**: 7.73 / 6.52 eV
**⟨S²⟩**: 0.762
**HOMO (alpha / beta)**: -7.12 / -7.18 eV

Each line ends with the Mulliken charge.
Geometry (Å):
Ru -0.910 -0.289 0.378  -0.40
S -1.200 -2.768 0.978  -0.61
P 0.747 -2.404 1.402  1.85
C 1.057 -0.857 0.753  -1.76
P 1.618 -0.528 -0.834  1.82
S -0.061 -0.607 -1.950  -0.44
C 2.953 -1.522 -1.564  0.54
C 2.778 -2.169 -2.781  -0.19
C 3.829 -2.877 -3.349  -0.63
C 5.048 -2.953 -2.694  -0.48
C 5.223 -2.319 -1.470  -0.70
C 4.181 -1.598 -0.910  -0.49
C 2.323 1.138 -0.866  0.27
C 2.298 1.939 0.269  -0.08
C 2.789 3.237 0.212  -0.66
C 3.307 3.732 -0.975  -0.58
C 3.337 2.930 -2.110  -0.69
C 2.847 1.637 -2.055  -0.62
C 1.815 -3.729 0.779  0.54
C 3.015 -4.034 1.417  -0.50
C 3.872 -4.977 0.871  -0.71
C 3.537 -5.614 -0.316  -0.52
C 2.341 -5.313 -0.953  -0.66
C 1.479 -4.374 -0.408  -0.22
C 1.028 -2.423 3.188  0.13
C 0.618 -3.517 3.946  -0.50
C 0.828 -3.526 5.315  -0.76
C 1.444 -2.442 5.930  -0.38
C 1.851 -1.351 5.176  -0.89
C 1.643 -1.341 3.803  -0.04
H 1.816 -2.116 -3.275  0.41
H 3.691 -3.373 -4.302  0.43
H 5.866 -3.510 -3.134  0.40
H 6.173 -2.382 -0.956  0.43
H 4.320 -1.089 0.037  0.33
H 1.883 1.540 1.185  0.21
H 2.764 3.861 1.096  0.45
H 3.687 4.745 -1.019  0.39
H 3.742 3.316 -3.036  0.41
H 2.864 1.014 -2.943  0.41
H 3.279 -3.536 2.342  0.44
H 4.803 -5.213 1.370  0.42
H 4.209 -6.346 -0.744  0.40
H 2.081 -5.808 -1.880  0.42
H 0.545 -4.128 -0.899  0.35
H 0.126 -4.355 3.464  0.41
H 0.507 -4.374 5.905  0.40
H 1.602 -2.449 7.001  0.39
H 2.326 -0.506 5.657  0.42
H 1.938 -0.494 3.195  0.41
C -1.466 2.025 3.956  -1.78
C -1.265 1.461 2.588  0.07
N -1.327 0.209 2.319  1.08
O -1.617 -0.648 3.353  -0.69
C -1.031 2.336 1.443  0.43
C -1.049 3.823 1.553  -2.03
N -0.928 1.744 0.275  1.41
O -0.910 2.443 -0.798  -1.10
H -1.841 1.269 4.639  0.47
H -2.162 2.863 3.918  0.39
H -0.517 2.406 4.342  0.31
H -1.673 -1.511 2.895  0.29
H -0.481 4.160 2.422  0.42
H -2.067 4.214 1.649  0.36
H -0.614 4.242 0.649  0.42
C -4.514 -1.406 -4.894  -1.28
C -3.365 -1.416 -3.900  -0.20
N -3.767 -0.977 -2.563  -0.15
C -3.253 0.035 -1.852  0.57
S -3.323 -0.076 -0.115  -0.56
N -2.722 1.115 -2.396  0.29
C -2.827 1.630 -3.754  -0.53
C -1.494 1.661 -4.484  -0.82
H -4.163 -1.709 -5.882  0.35
H -4.960 -0.415 -4.976  0.30
H -5.298 -2.099 -4.587  0.35
H -2.533 -0.803 -4.234  -0.05
H -2.964 -2.427 -3.797  0.49
H -4.138 -1.698 -1.962  0.33
H -2.117 1.656 -1.753  -0.03
H -3.211 2.649 -3.663  0.41
H -3.580 1.066 -4.300  0.14
H -0.755 2.201 -3.891  0.22
H -1.610 2.162 -5.446  0.43
H -1.097 0.660 -4.650  0.15


No. 4
DFT (wB97M-V/def2-TZVPD) results for a molecular structure, C34H39N5O3PSSc.

Results
**Total charge**: +2
**Total energy**: -3318.540732 Eh
**Gap between HOMO and LUMO**: 8.38 eV
**HOMO**: -13.33 eV

Each line ends with the Mulliken charge.
Geometry (Å):
Sc -0.553 -0.064 0.861  -0.18
O -2.270 -1.203 0.172  -0.69
C -2.776 -0.100 -0.180  0.94
O -2.468 0.941 0.480  -0.59
C -3.418 0.051 -1.514  0.54
C -4.780 0.068 -1.760  -0.63
C -5.223 0.274 -3.059  -0.61
C -4.315 0.478 -4.091  -0.84
C -2.952 0.465 -3.837  -0.07
C -2.490 0.239 -2.544  -0.87
P -0.724 0.211 -2.096  2.91
C -0.068 1.725 -2.866  0.64
C -0.668 2.928 -2.479  -0.95
C -0.192 4.136 -2.960  -0.71
C 0.889 4.157 -3.833  -0.66
C 1.478 2.968 -4.232  -0.71
C 1.003 1.752 -3.752  -0.61
C -0.012 -1.213 -2.968  -0.11
C -0.800 -2.163 -3.613  -0.62
C -0.213 -3.295 -4.166  -0.82
C 1.158 -3.485 -4.085  -0.74
C 1.950 -2.544 -3.437  -0.80
C 1.366 -1.423 -2.872  0.03
H -5.486 -0.074 -0.953  0.57
H -6.284 0.286 -3.266  0.45
H -4.673 0.651 -5.097  0.48
H -2.246 0.636 -4.642  0.54
H -1.544 2.914 -1.836  0.47
H -0.675 5.061 -2.671  0.47
H 1.258 5.099 -4.215  0.43
H 2.302 2.981 -4.934  0.47
H 1.454 0.831 -4.096  0.47
H -1.871 -2.029 -3.684  0.39
H -0.832 -4.025 -4.670  0.46
H 1.612 -4.361 -4.530  0.45
H 3.022 -2.686 -3.380  0.47
H 1.977 -0.696 -2.353  0.29
N 0.148 -2.008 3.707  0.30
C -0.757 -0.993 4.002  0.62
C -1.088 -0.825 5.353  -0.90
C -1.966 0.165 5.717  -0.55
C -2.524 0.968 4.722  -1.17
C -2.150 0.742 3.424  -0.43
N -1.253 -0.203 3.046  0.84
C 0.262 -2.766 2.544  0.32
C 0.704 -4.086 2.658  -1.06
C 0.858 -4.836 1.515  -0.76
C 0.559 -4.265 0.279  -0.77
C 0.129 -2.963 0.258  -0.38
N 0.001 -2.207 1.369  0.76
H 0.410 -2.528 4.530  0.31
H -0.664 -1.489 6.095  0.46
H -2.233 0.302 6.756  0.46
H -3.240 1.743 4.952  0.50
H -2.578 1.320 2.619  0.57
H 0.900 -4.511 3.634  0.50
H 1.192 -5.863 1.582  0.46
H 0.646 -4.821 -0.643  0.57
H -0.125 -2.486 -0.680  0.29
N -0.232 2.248 0.931  0.12
C 0.956 3.114 1.163  -0.55
C 1.180 3.458 2.633  -0.78
C 2.094 2.511 3.391  -0.81
N 1.515 1.158 3.471  -0.38
H -0.500 2.387 -0.046  -0.02
H -1.016 2.655 1.437  0.24
H 0.824 4.035 0.593  0.48
H 1.832 2.610 0.753  0.16
H 0.212 3.523 3.146  0.32
H 1.610 4.458 2.690  0.38
H 2.300 2.928 4.380  0.48
H 3.052 2.440 2.869  0.38
H 0.635 1.227 3.973  0.06
H 2.108 0.581 4.062  0.30
C 3.304 -1.421 1.799  -0.97
S 2.924 0.094 0.942  0.63
C 3.949 -0.148 -0.493  -1.20
O 1.503 -0.092 0.410  -0.27
H 3.063 -2.268 1.156  0.28
H 2.699 -1.433 2.704  0.08
H 4.362 -1.414 2.058  0.60
H 4.989 -0.080 -0.172  0.52
H 3.731 0.662 -1.188  0.36
H 3.741 -1.117 -0.942  0.34


No. 5
DFT (wB97M-V/def2-TZVPD) results for a molecular structure, C34H39N5O4P2Zn in a non-equilibrium geometry.

Results
**Total energy**: -4355.284454 Eh
**Gap between HOMO and LUMO (alpha / beta)**: 4.39 / 4.39 eV
**HOMO (alpha / beta)**: -6.47 / -6.47 eV

Each line ends with the Mulliken charge.
Geometry (Å):
Zn -0.515 2.284 -1.733  0.07
C -1.634 1.877 -4.249  -0.60
C -1.587 0.564 -4.034  -0.46
C -0.631 -0.413 -4.615  -0.74
C 0.819 0.122 -4.773  -1.15
C 1.331 0.819 -3.571  1.41
C 0.879 2.036 -3.017  -0.10
C 0.514 3.098 -4.068  -0.99
C -0.613 2.655 -5.047  -0.79
C 0.835 2.126 0.747  -1.22
H -2.554 2.462 -4.047  0.38
H -2.463 0.049 -3.655  0.97
H -0.981 -0.749 -5.607  0.53
H -0.597 -1.330 -4.002  0.24
H 1.472 -0.733 -5.056  0.51
H 0.850 0.750 -5.692  0.36
H 2.248 0.400 -3.156  -0.08
H 1.599 2.465 -2.301  0.14
H 1.377 3.459 -4.661  0.34
H 0.101 3.960 -3.509  0.45
H -1.100 3.549 -5.487  0.50
H -0.213 2.099 -5.909  0.27
H -0.015 2.686 1.100  0.66
H 1.700 2.798 0.874  0.47
H 0.933 1.258 1.434  0.12
P 1.656 -0.269 -0.162  0.14
P -1.379 -1.122 0.526  -0.02
N 3.141 0.784 -1.010  0.81
N 2.560 -1.523 0.466  1.21
N -2.069 0.291 -0.306  0.43
N -2.877 -1.962 0.757  0.64
C 0.657 -1.138 -1.437  1.44
C -0.612 -1.900 -0.999  -1.19
C 3.286 2.172 -1.074  -0.88
C 4.405 2.521 -1.809  -0.89
C 5.005 1.298 -2.237  -0.80
C 4.247 0.246 -1.691  -0.62
C 3.521 -1.155 1.438  -0.76
C 4.283 -2.258 1.726  -0.66
C 3.807 -3.352 0.924  -0.83
C 2.750 -2.880 0.169  -0.48
C -1.658 1.615 -0.046  -1.40
C -2.366 2.519 -0.929  -0.91
C -3.172 1.653 -1.735  -1.80
C -2.896 0.335 -1.407  -0.29
C -4.024 -2.227 -0.007  -0.18
C -4.850 -3.086 0.695  -0.60
C -4.202 -3.398 1.924  -0.73
C -2.996 -2.717 1.949  -0.47
H 1.390 -1.794 -1.917  1.32
H 0.367 -0.389 -2.192  -3.43
H -1.349 -1.940 -1.819  0.64
H -0.361 -2.934 -0.706  0.41
H 2.551 2.864 -0.698  0.63
H 4.718 3.532 -1.997  0.51
H 5.862 1.191 -2.887  0.43
H 4.431 -0.825 -1.706  0.40
H 3.535 -0.148 1.809  0.42
H 5.088 -2.277 2.447  0.48
H 4.219 -4.346 0.922  0.49
H 2.101 -3.381 -0.518  0.42
H -1.361 1.805 0.961  1.68
H -2.494 3.593 -0.790  0.99
H -3.790 1.966 -2.565  0.72
H -3.197 -0.597 -1.871  0.66
H -4.182 -1.784 -0.988  0.41
H -5.824 -3.456 0.373  0.43
H -4.557 -4.042 2.719  0.43
H -2.189 -2.680 2.677  0.49
O -0.014 -1.632 2.628  -0.68
C -0.656 -0.684 3.184  0.64
O -1.499 0.079 2.549  -0.81
C -0.568 -0.489 4.668  0.03
C -1.256 0.590 5.254  -0.24
C -1.473 0.649 6.629  -0.52
C -0.941 -0.347 7.468  -0.01
C -0.207 -1.411 6.904  -0.38
C 0.012 -1.455 5.525  -0.46
N -1.069 -0.266 8.893  0.92
O -1.702 0.699 9.378  -0.59
O -0.527 -1.145 9.600  -0.59
H -1.695 1.355 4.621  0.42
H -2.079 1.438 7.065  0.43
H 0.145 -2.200 7.569  0.42
H 0.600 -2.280 5.119  0.44